Here is a single C21H24N6O2 molecule at a distorted geometry from the Open Molecules 2025 dataset. Energies are from wB97M-V/def2-TZVPD.

Computed properties:
LUMO level (hartree): 0.0269
Charge: 0
HOMO level (eV): -8.77
Gap between HOMO and LUMO (eV): 9.503
SMILES string: Cc1ccc(CNC(=O)c2nnn(CC(=O)Nc3cccc(C)c3C)c2N)cc1
ΔE to the lowest compared entry with this formula, charge and spin (kcal/mol): 1.4
Energy (eV): -35203.523

Structure (XYZ):
```
53
C21H24N6O2 (wB97M-V/def2-TZVPD)
C -4.42 -3.94 0.03
C -4.41 -2.45 -0.02
C -5.50 -1.72 0.45
C -5.49 -0.34 0.43
C -4.39 0.36 -0.06
C -3.30 -0.37 -0.53
C -3.31 -1.75 -0.51
H -2.45 -2.29 -0.87
H -2.44 0.16 -0.92
C -4.36 1.86 -0.08
N -3.11 2.37 0.45
C -2.14 2.88 -0.34
O -2.30 3.19 -1.52
C -0.85 3.02 0.32
N -0.53 2.61 1.57
N 0.72 2.74 1.76
N 1.28 3.27 0.64
C 0.33 3.44 -0.31
N 0.50 3.96 -1.54
H 1.38 3.82 -2.01
H -0.34 3.88 -2.11
C 2.71 3.30 0.50
H 3.00 4.08 -0.20
H 3.14 3.50 1.48
C 3.16 1.92 -0.01
O 3.73 1.78 -1.07
N 2.79 0.94 0.83
C 2.77 -0.45 0.53
C 1.55 -1.11 0.64
C 1.47 -2.45 0.32
C 2.59 -3.11 -0.13
C 3.82 -2.47 -0.22
C 3.93 -1.12 0.13
C 5.25 -0.42 0.11
H 6.06 -1.11 0.33
H 5.26 0.38 0.85
H 5.42 0.03 -0.86
C 5.02 -3.23 -0.70
H 5.74 -3.36 0.10
H 4.73 -4.22 -1.05
H 5.51 -2.71 -1.52
H 2.52 -4.16 -0.40
H 0.52 -2.96 0.40
H 0.68 -0.56 0.97
H 2.16 1.21 1.59
H -2.84 2.09 1.38
H -5.19 2.27 0.50
H -4.43 2.24 -1.11
H -6.35 0.21 0.80
H -6.36 -2.24 0.83
H -3.61 -4.36 -0.57
H -4.29 -4.29 1.06
H -5.37 -4.33 -0.33
```

Here is a single C21H24N6O2S molecule at a distorted geometry from the Open Molecules 2025 dataset. Energies are from wB97M-V/def2-TZVPD.

Computed properties:
LUMO level (hartree): 0.0197
Charge: 0
HOMO level (eV): -7.89
Gap between HOMO and LUMO (eV): 8.423
SMILES string: Cc1ccc(NCc2nnc(SCC(=O)NNC(=O)Cc3ccccc3)n2C)cc1
ΔE to the lowest compared entry with this formula, charge and spin (kcal/mol): 0.4
Energy (eV): -46037.990

Structure (XYZ):
```
54
C21H24N6O2S (wB97M-V/def2-TZVPD)
C -4.77 -0.86 -2.17
C -3.71 -1.43 -1.27
C -3.97 -1.62 0.09
C -3.01 -2.13 0.93
C -1.75 -2.47 0.45
C -1.48 -2.28 -0.91
C -2.45 -1.77 -1.74
H -2.23 -1.64 -2.79
H -0.51 -2.52 -1.31
N -0.80 -2.94 1.34
H -1.17 -3.26 2.22
C 0.42 -3.59 0.89
C 1.43 -2.59 0.45
N 1.95 -2.51 -0.74
N 2.82 -1.49 -0.75
C 2.81 -0.95 0.44
N 1.95 -1.62 1.25
C 1.55 -1.26 2.58
H 0.58 -0.75 2.54
H 2.29 -0.59 3.01
H 1.46 -2.16 3.20
S 3.76 0.41 0.96
C 4.19 1.12 -0.67
C 2.92 1.75 -1.21
O 2.60 2.90 -0.99
N 2.17 0.90 -1.97
N 0.82 1.20 -2.13
C -0.03 0.99 -1.08
O 0.32 0.37 -0.10
C -1.43 1.54 -1.28
C -1.84 2.29 -0.04
C -2.30 1.59 1.07
C -2.64 2.27 2.22
C -2.50 3.64 2.29
C -2.03 4.34 1.19
C -1.70 3.66 0.03
H -1.32 4.21 -0.82
H -1.92 5.41 1.24
H -2.77 4.17 3.19
H -3.00 1.72 3.08
H -2.40 0.52 1.01
H -1.47 2.18 -2.16
H -2.09 0.67 -1.43
H 0.61 1.91 -2.82
H 2.38 -0.10 -1.90
H 4.57 0.32 -1.30
H 4.94 1.88 -0.47
H 0.83 -4.16 1.73
H 0.24 -4.27 0.05
H -3.24 -2.27 1.98
H -4.95 -1.35 0.48
H -4.40 -0.78 -3.19
H -5.65 -1.49 -2.17
H -5.07 0.13 -1.83
```

Here is 2 unconnected molecules or ions with the total composition C21H24O3S2 at a distorted geometry from the Open Molecules 2025 dataset. Energies are from wB97M-V/def2-TZVPD.

Computed properties:
LUMO level (hartree): -0.0858
Charge: 0
HOMO level (eV): -6.20
Gap between HOMO and LUMO (eV): 3.862
Energy (eV): -49975.452

Structure (XYZ):
```
50
C21H24O3S2 (wB97M-V/def2-TZVPD)
C -0.09 -0.12 4.39
C -1.21 -0.30 3.36
C -0.98 -1.61 2.66
O -1.08 0.87 2.50
C -2.11 1.27 1.71
S -1.97 2.85 1.17
S -3.38 0.24 1.41
H 0.06 -1.03 4.98
H 0.85 0.12 3.87
H -0.32 0.69 5.08
H -2.21 -0.31 3.83
H -0.78 -2.35 3.44
H -1.85 -1.93 2.10
H -0.11 -1.58 1.99
C 5.01 3.01 -5.19
O 4.18 2.03 -4.53
C 3.14 2.47 -3.76
C 2.29 1.45 -3.25
C 1.19 1.78 -2.50
C 0.88 3.15 -2.21
C -0.31 3.43 -1.46
C -0.66 4.68 -0.98
C -1.90 5.12 -0.53
C -2.15 6.51 -0.27
C -3.45 7.07 -0.43
C -3.67 8.42 -0.32
C -2.59 9.28 0.04
O -2.88 10.60 0.13
C -1.85 11.52 0.56
C -1.28 8.74 0.22
C -1.09 7.37 0.11
C 1.75 4.16 -2.71
C 2.88 3.83 -3.45
H 5.70 2.42 -5.79
H 4.43 3.68 -5.83
H 5.58 3.60 -4.46
H 2.51 0.40 -3.48
H 0.51 1.01 -2.13
H -0.93 2.57 -1.20
H 0.17 5.39 -0.94
H -2.80 4.50 -0.50
H -4.28 6.39 -0.69
H -4.65 8.86 -0.53
H -2.38 12.47 0.64
H -1.44 11.24 1.54
H -1.04 11.59 -0.17
H -0.43 9.41 0.41
H -0.10 6.96 0.32
H 1.53 5.22 -2.54
H 3.56 4.60 -3.83
```

Here is a molecular structure, C21H25B2F4N4O4PPd from the Open Molecules 2025 dataset. Energies are from wB97M-V/def2-TZVPD.

Computed properties:
LUMO level (hartree): -0.3104
Charge: +2
HOMO level (eV): -14.63
Gap between HOMO and LUMO (eV): 6.180
ΔE to the lowest compared entry with this formula, charge and spin (kcal/mol): 0.3
Energy (eV): -61314.989

Structure (XYZ):
```
62
C21H25B2F4N4O4PPd (wB97M-V/def2-TZVPD)
Pd -0.10 0.56 -0.12
C -4.08 1.80 0.90
C -2.85 1.18 0.36
N -1.66 1.56 0.63
O -1.51 2.58 1.52
B -0.71 3.65 1.06
F -0.49 4.61 1.92
F -0.52 3.78 -0.24
O 1.11 2.67 1.37
N 1.33 1.63 0.79
C 2.61 1.08 0.89
C 3.64 1.72 1.76
C 2.75 -0.07 0.18
N 1.72 -0.41 -0.77
O 0.38 -2.30 -1.20
B -0.53 -1.79 -2.44
F 0.18 -0.70 -2.92
F -0.70 -2.82 -3.27
O -1.79 -1.42 -1.82
N -1.75 -0.40 -0.95
C -2.90 0.02 -0.57
C -4.19 -0.55 -1.04
C 3.93 -0.95 0.32
H -3.87 2.75 1.38
H -4.54 1.13 1.63
H -4.80 1.94 0.09
H 3.33 2.73 2.03
H 4.59 1.78 1.25
H 3.77 1.16 2.68
H -4.06 -1.59 -1.33
H -4.53 0.00 -1.92
H -4.95 -0.47 -0.27
H 4.74 -0.43 0.82
H 4.28 -1.32 -0.64
H 3.67 -1.81 0.95
C 1.70 -1.84 -1.21
P -0.17 -3.80 -0.25
C 0.94 -3.47 1.15
C 0.62 -2.34 1.93
C 1.38 -2.01 3.04
C 2.45 -2.82 3.41
C 2.75 -3.96 2.67
C 2.00 -4.28 1.54
C 0.60 -5.10 -1.21
C 1.95 -5.21 -1.56
C 2.38 -6.25 -2.35
C 1.47 -7.22 -2.78
C 0.13 -7.13 -2.44
C -0.31 -6.06 -1.66
H 2.12 -1.92 -2.21
H 2.27 -2.43 -0.50
H 1.85 0.16 -1.61
H -0.25 -1.75 1.68
H 1.11 -1.16 3.64
H 3.03 -2.58 4.29
H 3.56 -4.61 2.97
H 2.22 -5.18 0.99
H 2.68 -4.48 -1.22
H 3.42 -6.33 -2.63
H 1.81 -8.04 -3.40
H -0.57 -7.87 -2.78
H -1.36 -5.98 -1.41
```

- What is the LUMO level in the first record?
  0.0269 hartree

- Which of these has the lowest gap between HOMO and LUMO?
  C21H24O3S2